{"formula": "C45H44ClF7Ga", "method": "ωB97M-V/def2-TZVPD", "species": ["Cl", "C", "C", "C", "Ga", "H", "H", "H", "H", "H", "H", "H", "H", "H", "F", "C", "C", "C", "C", "C", "C", "H", "H", "H", "H", "H", "F", "C", "C", "C", "C", "C", "C", "H", "H", "H", "H", "H", "F", "C", "C", "C", "C", "C", "C", "H", "H", "H", "H", "H", "F", "C", "C", "C", "C", "C", "C", "H", "H", "H", "H", "H", "F", "C", "C", "C", "C", "C", "C", "H", "H", "H", "H", "H", "F", "C", "C", "C", "C", "C", "C", "H", "H", "H", "H", "H", "F", "C", "C", "C", "C", "C", "C", "H", "H", "H", "H", "H"], "xyz": [[0.46545, -0.20476, 2.68559], [-1.24981, 0.28757, 2.35861], [-1.42037, 1.80073, 2.44661], [-2.57677, 2.26739, 3.31548], [-4.40104, 1.49083, 2.77715], [-1.86023, -0.24192, 3.07712], [-1.47177, -0.12455, 1.38405], [-1.56985, 2.18176, 1.43359], [-0.46258, 2.19785, 2.78767], [-2.62941, 3.35039, 3.21952], [-2.34978, 2.04812, 4.36105], [-4.08497, 0.16616, 1.92665], [-5.20093, 2.50337, 1.80383], [-5.26575, 1.13368, 4.10861], [-3.46254, 4.52111, 5.16249], [-3.59621, 4.23102, 6.46486], [-4.42671, 3.17803, 6.80177], [-4.56515, 2.86998, 8.14604], [-3.89020, 3.59913, 9.11765], [-3.06105, 4.64546, 8.74023], [-2.90193, 4.97176, 7.40004], [-4.92124, 2.62270, 6.01292], [-5.20346, 2.04416, 8.43337], [-4.00468, 3.34819, 10.16390], [-2.52819, 5.21430, 9.49179], [-2.25632, 5.77585, 7.07491], [-4.13229, -2.24296, 1.44824], [-4.12851, -2.51896, 0.13862], [-2.92816, -2.85624, -0.46707], [-2.92360, -3.11502, -1.83008], [-4.09704, -3.03932, -2.56691], [-5.28174, -2.70791, -1.92855], [-5.31156, -2.44187, -0.56811], [-2.02772, -2.89658, 0.13190], [-1.98734, -3.36638, -2.31416], [-4.08669, -3.22811, -3.63186], [-6.19977, -2.63901, -2.49825], [-6.21970, -2.16267, -0.05294], [3.88860, 4.95092, 6.73132], [3.26870, 4.48738, 5.61618], [3.02836, 3.13438, 5.50927], [2.39297, 2.67102, 4.36528], [2.01624, 3.55307, 3.36298], [2.27109, 4.90886, 3.50790], [2.90446, 5.39403, 4.64426], [3.32980, 2.46948, 6.30669], [2.17736, 1.61703, 4.25495], [1.51438, 3.17769, 2.48199], [1.97124, 5.60130, 2.73260], [3.10969, 6.44616, 4.78526], [-1.90415, -0.65159, -3.52280], [-0.59172, -0.61726, -3.20024], [-0.22826, -0.44353, -1.87835], [1.12967, -0.42920, -1.57879], [2.07990, -0.59128, -2.58393], [1.67023, -0.75862, -3.89799], [0.32291, -0.77543, -4.21809], [-0.99183, -0.33000, -1.12024], [1.43989, -0.30533, -0.54823], [3.13267, -0.59977, -2.34228], [2.40554, -0.89870, -4.67989], [-0.02584, -0.92730, -5.22830], [5.25691, 0.01975, -1.67478], [5.41289, 1.29129, -1.23822], [4.40717, 2.20309, -1.48449], [4.58740, 3.50061, -1.02889], [5.74343, 3.86121, -0.35141], [6.73126, 2.91527, -0.12207], [6.57375, 1.61059, -0.56616], [3.51317, 1.89996, -2.01186], [3.80972, 4.23176, -1.20380], [5.87100, 4.87466, 0.00252], [7.63309, 3.18946, 0.40938], [7.32319, 0.85032, -0.39680], [-2.21605, -5.47706, -5.91956], [-1.61732, -4.64995, -6.80311], [-1.53514, -3.30700, -6.50116], [-0.91287, -2.47554, -7.41991], [-0.39401, -2.97740, -8.60416], [-0.49980, -4.33445, -8.87503], [-1.11452, -5.18842, -7.97031], [-1.94289, -2.93176, -5.57180], [-0.83408, -1.41787, -7.20560], [0.09375, -2.31710, -9.30785], [-0.09884, -4.73754, -9.79596], [-1.20485, -6.25013, -8.15239], [1.63631, -3.78246, -5.03566], [2.21028, -4.32073, -3.93650], [3.40432, -4.99421, -4.08403], [3.98338, -5.54377, -2.94813], [3.37367, -5.40955, -1.70913], [2.17407, -4.71826, -1.59997], [1.57716, -4.16233, -2.72113], [3.85790, -5.07841, -5.06168], [4.92194, -6.07562, -3.03602], [3.83371, -5.83684, -0.82872], [1.69741, -4.60307, -0.63543], [0.65118, -3.60513, -2.66607]], "forces_ev_per_angstrom": [[0.3, -0.2, 0.0], [-0.2, 0.0, 0.1], [0.1, 0.0, -0.3], [-0.2, -0.1, -0.1], [0.0, 0.0, 0.0], [0.0, 0.0, 0.2], [-0.1, 0.0, -0.2], [0.1, 0.0, -0.1], [0.0, 0.2, 0.0], [0.0, 0.1, 0.1], [0.0, 0.0, 0.2], [0.0, 0.0, 0.0], [0.0, 0.1, 0.1], [0.0, 0.0, 0.0], [0.1, 0.3, 0.1], [-0.1, -0.2, -0.2], [0.1, 0.0, 0.1], [-0.1, -0.1, 0.0], [0.0, 0.0, 0.0], [0.0, 0.0, 0.0], [0.0, 0.0, 0.0], [0.0, 0.0, 0.0], [0.0, 0.0, 0.0], [0.0, 0.0, 0.0], [0.0, 0.0, 0.0], [0.0, 0.0, 0.0], [0.0, -0.3, -0.1], [0.2, 0.1, 0.1], [-0.1, 0.0, 0.0], [0.1, 0.0, 0.1], [0.1, 0.0, 0.0], [-0.2, 0.0, -0.1], [0.0, 0.0, 0.0], [0.0, 0.0, 0.0], [0.0, 0.0, 0.0], [0.0, 0.0, 0.0], [0.0, 0.0, 0.0], [0.0, 0.0, 0.0], [0.0, 0.0, 0.0], [0.1, 0.1, 0.2], [0.0, 0.0, -0.1], [0.0, -0.1, 0.0], [0.0, 0.0, 0.0], [0.0, 0.1, -0.1], [0.0, -0.1, 0.0], [0.0, 0.0, 0.0], [0.0, 0.0, 0.0], [0.0, 0.0, 0.0], [0.0, 0.0, 0.0], [0.0, 0.0, 0.0], [0.0, 0.1, 0.0], [-0.2, 0.0, 0.0], [0.1, 0.0, -0.1], [0.0, -0.1, 0.0], [-0.1, 0.0, 0.1], [0.1, 0.0, 0.0], [0.0, 0.0, 0.0], [0.0, 0.0, 0.0], [0.0, 0.0, 0.0], [0.0, 0.0, 0.0], [0.0, 0.0, 0.0], [0.0, 0.0, 0.0], [0.1, 0.0, 0.0], [0.0, -0.1, -0.1], [0.1, 0.0, 0.0], [-0.1, 0.1, 0.0], [0.0, 0.0, 0.0], [0.1, 0.0, 0.0], [0.0, 0.1, 0.0], [0.0, 0.0, 0.0], [0.0, 0.0, 0.0], [0.0, 0.0, 0.0], [0.0, 0.0, 0.0], [0.0, 0.0, 0.0], [0.0, 0.0, 0.0], [-0.1, -0.1, 0.1], [0.0, 0.0, 0.0], [0.0, 0.2, 0.0], [0.0, -0.1, 0.0], [0.0, 0.0, 0.0], [0.0, 0.1, 0.0], [0.0, 0.0, 0.0], [0.0, 0.0, 0.0], [0.0, 0.0, 0.0], [0.0, 0.0, 0.0], [0.0, 0.0, 0.0], [0.0, 0.0, 0.0], [-0.1, 0.1, -0.2], [0.0, 0.0, 0.1], [0.1, 0.0, 0.0], [0.0, 0.0, 0.0], [0.0, 0.0, 0.1], [0.0, 0.0, 0.0], [0.0, 0.0, 0.0], [0.0, 0.0, 0.0], [0.0, 0.0, 0.0], [0.0, 0.0, 0.0], [0.0, 0.0, 0.0]], "lowdin_charge": [0.49, -0.59, -0.39, -0.38, 0.23, 0.05, 0.03, 0.10, 0.04, 0.02, 0.03, -0.12, -0.16, -0.15, 0.06, -0.28, 0.00, -0.09, -0.11, -0.10, -0.02, 0.08, 0.10, 0.09, 0.10, 0.11, 0.04, -0.29, -0.02, -0.10, -0.11, -0.09, -0.01, 0.12, 0.09, 0.09, 0.10, 0.12, 0.03, -0.29, -0.02, -0.08, -0.09, -0.08, -0.03, 0.11, 0.07, 0.09, 0.10, 0.11, 0.05, -0.29, 0.00, -0.06, -0.10, -0.09, -0.02, 0.11, 0.10, 0.08, 0.11, 0.09, 0.04, -0.28, -0.01, -0.08, -0.10, -0.09, -0.02, 0.11, 0.11, 0.10, 0.10, 0.12, 0.05, -0.28, -0.01, -0.09, -0.09, -0.09, -0.02, 0.11, 0.10, 0.10, 0.10, 0.12, 0.05, -0.28, -0.02, -0.09, -0.10, -0.07, -0.01, 0.11, 0.10, 0.10, 0.11, 0.11], "charge": -1, "e_homo_ev": -4.76, "orbital_gap_ev": 6.9}